No. 1
DFT (ωB97M-V/def2-TZVPD) results for a molecular structure, H22MgNO14 at a distorted geometry.

Results
**Net charge**: +1
**Spin multiplicity**: 1
**HOMO-LUMO gap**: 2.6 eV
**Energy relative to the best compared isomer or geometry (same formula, charge and spin)**: 157.7 kcal per mole

```
38
H22MgNO14 ωB97M-V/def2-TZVPD
Mg -2.7493 -0.5052 -3.0997
N 0.5211 0.5508 -0.1095
O 0.8586 1.7382 -0.0849
O -0.3377 0.2160 -0.9569
O 1.0570 -0.3019 0.5889
O 2.2537 4.3970 3.3688
H 2.0485 3.6821 2.7663
H 2.0509 4.0458 4.2359
O 4.1867 -0.5116 -2.0961
H 4.9676 -0.0483 -1.7931
H 3.6384 -0.5936 -1.3157
O -4.5556 -1.8078 -1.0261
H -4.5486 -2.7383 -0.8015
H -5.4736 -1.5486 -0.9465
O 4.5174 -0.2073 3.0902
H 3.6048 -0.2953 2.8152
H 4.5813 -0.7389 3.8836
O 1.8640 -4.1307 3.8915
H 1.7407 -5.0010 4.2705
H 1.6315 -4.2355 2.9689
O -1.2568 0.9620 -5.1984
H -1.4504 0.7943 -6.1207
H -0.4109 1.4099 -5.2083
O -0.0790 -0.7835 5.1469
H 0.3109 -1.6420 5.3121
H 0.1962 -0.5620 4.2573
O -4.0162 2.1282 -2.4827
H -4.8313 2.4320 -2.0833
H -3.4668 2.9104 -2.5319
O -1.4705 -2.7760 -4.3120
H -1.6881 -3.1930 -5.1457
H -0.5416 -2.9675 -4.1831
O -2.0619 -2.8680 2.8035
H -1.2964 -2.6549 2.2699
H -2.4469 -2.0189 3.0207
O 1.2723 5.6610 -1.7456
H 0.6109 6.2114 -2.1649
H 0.7689 4.9909 -1.2832
```

No. 2
DFT (ωB97M-V/def2-TZVPD) results for 13 unconnected molecules or ions with the total composition H22N2O17 at a distorted geometry.

Results
**Net charge**: -2
**Spin multiplicity**: 1
**HOMO-LUMO gap**: 8.3 eV

```
41
H22N2O17 ωB97M-V/def2-TZVPD
N -2.2627 -18.6670 -6.6679
O -3.4099 -18.7507 -7.0762
O -1.2792 -18.5679 -7.4087
O -2.0970 -18.7855 -5.4782
N -1.3609 -19.7316 -10.9817
O -0.5311 -20.4609 -11.5219
O -1.0544 -18.7406 -10.3158
O -2.4662 -19.8984 -11.4095
O -6.5035 -17.9731 -8.3436
H -6.6396 -18.9137 -8.2301
H -5.6558 -17.9045 -8.7828
O -3.9656 -20.2953 -9.2183
H -3.5322 -19.6203 -8.6960
H -3.6237 -20.1703 -10.1035
O -2.7016 -16.7212 -9.1135
H -2.1005 -17.4660 -9.1014
H -2.6065 -16.3504 -9.9909
O -0.1585 -16.2621 -4.8770
H -0.4792 -16.9325 -5.4804
H 0.4095 -16.7371 -4.2705
O -2.9571 -16.9530 -3.4718
H -3.1641 -16.3558 -4.1906
H -2.4226 -17.6373 -3.8746
O 0.1193 -19.8335 -4.2349
H -0.8083 -19.6444 -4.3760
H 0.4020 -19.1826 -3.5925
O -1.0891 -21.4919 -8.1159
H -1.1589 -20.6656 -8.5940
H -1.2131 -22.1667 -8.7835
O -2.3714 -15.3178 -6.6008
H -3.2352 -15.1323 -6.2324
H -2.5317 -15.9926 -7.2605
O -5.0932 -19.9227 -5.0698
H -4.3476 -19.5907 -5.5699
H -5.7959 -19.2960 -5.2420
O 1.0797 -17.0975 -8.7177
H 0.2171 -17.5032 -8.8045
H 1.6758 -17.7051 -9.1557
O -3.4951 -21.8599 -6.3031
H -3.1211 -22.6905 -6.5971
H -2.8689 -21.1977 -6.5959
```

No. 3
DFT (ωB97M-V/def2-TZVPD) results for 11 unconnected molecules or ions with the total composition H22O11 at a distorted geometry.

Results
**Net charge**: -1
**Spin multiplicity**: 2
**HOMO-LUMO gap (alpha / beta)**: 2.2 / 10.5 eV
**⟨S²⟩**: 0.7504
**Energy relative to the best compared isomer or geometry (same formula, charge and spin)**: 13.3 kcal per mole

```
33
H22O11 ωB97M-V/def2-TZVPD
O 0.5162 2.7703 -2.4760
H -0.1990 2.2286 -2.1426
H 0.2120 3.0681 -3.3334
O -0.9638 -2.0169 -2.3428
H -1.0040 -1.8353 -1.4039
H -1.4767 -2.8173 -2.4547
O -2.2899 -1.0194 2.8918
H -2.9172 -0.3381 3.1335
H -1.4514 -0.5620 2.8283
O 1.7058 -2.3406 -1.9850
H 1.6551 -3.2873 -1.8530
H 0.8091 -2.0791 -2.1945
O 1.0165 -2.1744 1.7389
H 1.8658 -2.6053 1.6429
H 0.4906 -2.7912 2.2481
O 0.8484 2.0704 0.9204
H 1.6449 2.3681 0.4810
H 0.3810 2.8759 1.1418
O -2.1472 2.3269 0.9980
H -1.5200 1.6559 1.2674
H -1.8156 3.1357 1.3879
O 3.2032 -0.3956 -0.1714
H 2.5120 -0.9781 -0.4863
H 3.7150 -0.1862 -0.9527
O 0.0706 0.2798 2.8994
H 0.5326 -0.5234 2.6592
H 0.3808 0.9320 2.2712
O -0.3226 -0.2369 -0.0680
H 0.2597 -0.8223 0.4164
H 0.0846 0.6257 0.0108
O -1.8396 1.0291 -2.7109
H -2.5429 1.3235 -2.1321
H -1.4142 0.3193 -2.2298
```

No. 4
DFT (ωB97M-V/def2-TZVPD) results for 11 unconnected molecules or ions with the total composition H22O11 at a distorted geometry.

Results
**SMILES**: O.O.O.O.O.O.O.O.O.O.O
**Spin multiplicity**: 1
**HOMO-LUMO gap**: 9.0 eV
**Energy relative to the best compared isomer or geometry (same formula, charge and spin)**: 47.1 kcal per mole

```
33
H22O11 ωB97M-V/def2-TZVPD
O -2.1703 -1.8364 1.1826
H -1.5898 -1.2499 1.6678
H -2.9271 -1.9541 1.7567
O -2.9194 0.2530 -2.3398
H -3.1403 1.0585 -2.8074
H -2.0868 -0.0252 -2.7214
O 0.5591 -2.7546 -1.9576
H 1.3139 -2.9041 -1.3883
H 0.1895 -3.6260 -2.0999
O 0.1292 1.3178 3.4393
H 0.2878 0.8425 2.6237
H -0.7453 1.0406 3.7125
O 0.2827 -0.0285 0.0475
H 0.1327 0.2837 -0.8449
H -0.1573 -0.8779 0.0817
O 0.5215 -2.8286 1.9042
H -0.2170 -3.4299 1.8081
H 1.0115 -2.9178 1.0868
O 1.6599 2.7797 1.2020
H 1.5304 2.3634 0.3499
H 2.2848 2.2125 1.6537
O 2.8752 -0.2546 1.8691
H 3.3983 -0.4364 1.0884
H 2.0202 -0.6415 1.6806
O -1.1757 3.1953 0.7353
H -0.9858 2.9445 -0.1687
H -0.3386 3.1048 1.1905
O 0.0812 2.4625 -1.4410
H -0.5681 2.2788 -2.1199
H 0.9175 2.2154 -1.8357
O -0.2879 -0.6061 -2.9343
H -0.0723 -0.6355 -3.8665
H 0.1862 -1.3460 -2.5549
```

No. 5
DFT (ωB97M-V/def2-TZVPD) results for 11 unconnected molecules or ions with the total composition H22O11.

Results
**SMILES**: O.O.O.O.O.O.O.O.O.O.O
**Spin multiplicity**: 1
**HOMO-LUMO gap**: 9.5 eV
**Energy relative to the best compared isomer or geometry (same formula, charge and spin)**: 34.5 kcal per mole

```
33
H22O11 ωB97M-V/def2-TZVPD
O -2.3696 -11.6533 8.2871
H -2.0359 -12.1119 9.0582
H -1.6242 -11.1435 7.9698
O -0.8196 -7.9736 6.9177
H 0.0019 -7.5226 7.1127
H -1.4889 -7.2925 6.9842
O 0.1834 -10.5743 7.5040
H 1.0219 -10.8274 7.8901
H 0.1426 -9.6250 7.6198
O 0.9047 -9.1500 2.0126
H 1.1786 -9.7819 2.6774
H -0.0488 -9.1179 2.0904
O -2.2851 -11.9464 1.6934
H -2.2060 -12.8898 1.8350
H -2.8173 -11.6375 2.4266
O 1.8527 -11.0319 4.1876
H 2.2413 -11.3266 5.0113
H 0.9219 -10.9276 4.3852
O -3.7932 -10.2662 3.4896
H -3.8920 -9.7092 4.2617
H -4.3048 -11.0496 3.6918
O -0.7922 -10.6554 4.5079
H -0.7520 -10.2835 5.3889
H -1.6183 -10.3322 4.1484
O -3.6848 -9.2205 5.9262
H -4.6187 -9.4240 5.9784
H -3.5086 -8.6994 6.7096
O -1.5515 -7.2017 3.7825
H -1.2998 -7.6019 2.9501
H -0.9337 -7.5623 4.4185
O -1.6915 -9.1534 1.4864
H -2.1360 -10.0011 1.4879
H -1.5894 -8.9376 0.5594
```

No. 6
DFT (ωB97M-V/def2-TZVPD) results for a molecular structure, H22O11 at a distorted geometry.

Results
**Spin multiplicity**: 1
**HOMO-LUMO gap**: 7.4 eV
**Energy relative to the best compared isomer or geometry (same formula, charge and spin)**: 306.7 kcal per mole

```
33
H22O11 ωB97M-V/def2-TZVPD
O 6.8064 -5.0347 -19.8411
H 6.9781 -5.6602 -20.5451
H 7.5707 -5.1019 -19.2688
O 4.3133 -5.9444 -20.7407
H 3.5511 -6.2301 -21.2443
H 4.7100 -5.2565 -21.2752
O 6.1828 -8.9139 -17.6721
H 5.6723 -8.1417 -17.9158
H 5.5598 -9.6389 -17.7219
O 5.6771 -7.3573 -20.2260
H 5.1428 -7.5505 -19.4557
H 5.2042 -6.6576 -20.6766
O 4.8762 -6.6544 -17.9186
H 5.4088 -6.8608 -17.1504
H 5.0511 -5.7291 -18.0902
O 3.9128 -8.3190 -18.9089
H 3.9586 -7.4485 -18.5137
H 3.6315 -8.8920 -18.1956
O 4.2430 -9.8059 -20.3524
H 4.3588 -9.0465 -19.7813
H 3.7784 -9.4632 -21.1159
O 5.9165 -9.4247 -21.6254
H 5.9337 -8.9027 -22.4276
H 5.6249 -8.8143 -20.9482
O 5.3121 -6.8497 -22.6140
H 6.1125 -6.4874 -22.9939
H 4.7666 -6.0851 -22.4294
O 4.8707 -4.6326 -18.9250
H 5.8107 -4.5190 -19.0656
H 4.5344 -4.9219 -19.7732
O 7.3376 -6.6084 -21.3861
H 7.8130 -7.3679 -21.7229
H 6.6184 -6.9820 -20.8767
```

> Which value of spin multiplicity does entry 4 give?

1

Copy entry 2 word for word.
DFT (ωB97M-V/def2-TZVPD) results for 13 unconnected molecules or ions with the total composition H22N2O17 at a distorted geometry.

Results
**Net charge**: -2
**Spin multiplicity**: 1
**HOMO-LUMO gap**: 8.3 eV

```
41
H22N2O17 ωB97M-V/def2-TZVPD
N -2.2627 -18.6670 -6.6679
O -3.4099 -18.7507 -7.0762
O -1.2792 -18.5679 -7.4087
O -2.0970 -18.7855 -5.4782
N -1.3609 -19.7316 -10.9817
O -0.5311 -20.4609 -11.5219
O -1.0544 -18.7406 -10.3158
O -2.4662 -19.8984 -11.4095
O -6.5035 -17.9731 -8.3436
H -6.6396 -18.9137 -8.2301
H -5.6558 -17.9045 -8.7828
O -3.9656 -20.2953 -9.2183
H -3.5322 -19.6203 -8.6960
H -3.6237 -20.1703 -10.1035
O -2.7016 -16.7212 -9.1135
H -2.1005 -17.4660 -9.1014
H -2.6065 -16.3504 -9.9909
O -0.1585 -16.2621 -4.8770
H -0.4792 -16.9325 -5.4804
H 0.4095 -16.7371 -4.2705
O -2.9571 -16.9530 -3.4718
H -3.1641 -16.3558 -4.1906
H -2.4226 -17.6373 -3.8746
O 0.1193 -19.8335 -4.2349
H -0.8083 -19.6444 -4.3760
H 0.4020 -19.1826 -3.5925
O -1.0891 -21.4919 -8.1159
H -1.1589 -20.6656 -8.5940
H -1.2131 -22.1667 -8.7835
O -2.3714 -15.3178 -6.6008
H -3.2352 -15.1323 -6.2324
H -2.5317 -15.9926 -7.2605
O -5.0932 -19.9227 -5.0698
H -4.3476 -19.5907 -5.5699
H -5.7959 -19.2960 -5.2420
O 1.0797 -17.0975 -8.7177
H 0.2171 -17.5032 -8.8045
H 1.6758 -17.7051 -9.1557
O -3.4951 -21.8599 -6.3031
H -3.1211 -22.6905 -6.5971
H -2.8689 -21.1977 -6.5959
```

> Look up the spin multiplicity of the third one.

2

> Among the records above, which one has the highest spin multiplicity?

number 3